Entry 1:
Here is the molecule C5H10FNS at a distorted geometry from the OMol25 dataset. Energies are from wB97M-V/def2-TZVPD.

Calculated values
2S+1	1
relative energy (zero: lowest compared OMol25 entry of this formula, charge and spin)	18.9	kcal per mole
structure (SMILES)	CS/C=C(\CN)CF
HOMO-LUMO gap	0.3360	Ha
total energy	-749.28051	hartree

Positions of all 18 atoms, in Å:
C: 3.2033 -0.0784 -0.6731
S: 1.6396 -0.7226 -1.3316
C: 0.7884 -0.5683 0.1936
C: -0.4832 -0.3290 0.3249
C: -1.3761 0.0686 -0.8554
N: -2.3969 1.0081 -0.4340
C: -1.2360 -0.3203 1.6162
F: -0.4445 -0.6299 2.7061
H: 3.3633 -0.4411 0.3045
H: 3.2004 1.0248 -0.5716
H: 3.9739 -0.4201 -1.3464
H: 1.4569 -0.8097 0.9894
H: -1.9497 -0.7716 -1.1542
H: -0.7516 0.3563 -1.6819
H: -3.0944 1.1666 -1.1767
H: -2.0856 1.9675 -0.2114
H: -1.8017 0.6025 1.7655
H: -2.0060 -1.1033 1.5361

Entry 2:
Here is C5H10FP as an isolated structure at a distorted geometry from the OMol25 dataset. Energies are from wB97M-V/def2-TZVPD.

Calculated values
2S+1	1
relative energy (zero: lowest compared OMol25 entry of this formula, charge and spin)	37.4	kcal per mole
HOMO-LUMO gap	0.3119	Ha
total energy	-637.61067	hartree

Positions of all 17 atoms, in Å:
C: -0.3575 -2.2601 0.6325
C: -0.4160 -1.0727 0.0883
C: 1.7568 0.9003 -0.9056
C: 0.3454 1.3022 -0.3768
C: -0.0520 0.2199 0.6634
F: 0.5996 0.1805 1.8237
P: -1.9928 1.2098 1.5125
H: -0.6962 -3.1084 0.0669
H: 0.0077 -2.4342 1.6386
H: -0.8120 -0.9790 -0.9792
H: 2.0268 -0.1271 -0.6118
H: 1.5875 1.0010 -1.9563
H: 2.5997 1.6235 -0.6558
H: -0.3764 1.3167 -1.2867
H: 0.3545 2.2395 -0.0238
H: -1.7294 0.1400 2.2627
H: -2.9244 0.6413 0.6105

Entry 3:
Here is a 2-piece molecular cluster, C5H10I2 overall at a distorted geometry from the OMol25 dataset. Energies are from wB97M-V/def2-TZVPD.

Calculated values
2S+1	1
relative energy (zero: lowest compared OMol25 entry of this formula, charge and spin)	94.8	kcal per mole
HOMO-LUMO gap (spin up / spin down)	0.3007 / 0.2742	Ha
total energy	-791.71176	hartree

Positions of all 17 atoms, in Å:
C: 0.7581 1.1332 0.2186
C: 0.7838 -0.4399 -1.7239
C: -2.2520 0.3526 1.4660
C: 1.2905 -0.1384 -0.2961
C: 0.8967 -1.3241 0.6238
I: -3.0179 1.4337 -0.0772
I: -0.6157 -2.5686 0.0976
H: 1.2857 1.9470 0.6882
H: -0.0726 0.8023 0.9034
H: 0.1928 1.5101 -0.6099
H: -0.3031 -0.4444 -1.9275
H: 1.2326 -1.4076 -1.8521
H: 1.4131 0.2639 -2.4276
H: -2.2291 -0.6855 1.2360
H: -2.5777 0.7461 2.4398
H: 2.4108 -0.1552 -0.4606
H: 0.8039 -1.0251 1.7017

Entry 4:
Here is an isolated ion of composition C5H10IN2 and charge -1 at a distorted geometry from the OMol25 dataset. Energies are from wB97M-V/def2-TZVPD.

Calculated values
charge	-1
2S+1	1
HOMO-LUMO gap	0.1881	Ha
total energy	-603.58009	hartree

Positions of all 18 atoms, in Å:
C: 0.4014 1.0977 -1.9290
C: -0.6878 1.0769 -0.7022
I: -2.4850 2.1562 -1.4678
C: -1.2308 -0.4190 -0.2879
N: -0.2096 -1.5266 -0.4171
C: 1.0241 -1.2777 0.4209
C: 0.7456 -0.6728 1.9187
N: -0.1194 -1.2396 2.8398
H: 0.1317 1.8350 -2.8114
H: 1.4136 1.5270 -1.4639
H: 0.5789 0.0304 -2.4219
H: -0.3423 1.7265 0.2378
H: -2.0964 -0.6766 -1.0686
H: -1.7866 -0.3998 0.7695
H: 1.5599 -2.3361 0.5562
H: 1.8294 -0.6095 -0.1500
H: 1.3356 0.3098 2.2805
H: -0.0622 -0.6018 3.6962